[1]
Here is an isolated molecule of C3H4N2O3 from the OMol25 dataset. Energies are from ωB97M-V/def2-TZVPD.

Positions of all 12 atoms, in Å:
C  0.71  0.35  0.08
C  -1.02  -1.32  -0.10
C  -1.52  1.05  -0.12
H  3.38  -0.54  0.53
H  0.97  1.50  0.48
H  -0.17  -1.97  -0.07
H  -2.54  0.34  -0.35
N  1.65  -0.48  -0.20
N  -0.60  0.01  0.14
O  2.87  0.25  -0.19
O  -2.29  -1.43  -0.07
O  -1.45  2.24  -0.12

Computed properties:
2S+1: 1
charge: 0
max |F|: 6.8 eV/Å
SMILES: O=CN(C=O)/C=N/O
highest occupied orbital energy: -9.92 eV
E_tot: -451.79848 Ha
energy relative to the best compared isomer or geometry (same formula, charge and spin): 475.9 kJ/mol

---

[2]
Here is a cluster of 2 separate species, C2H3NP2 in total from the OMol25 dataset. Energies are from ωB97M-V/def2-TZVPD.

Positions of all 8 atoms, in Å:
C  -0.08  1.34  2.70
C  -0.59  -0.65  -1.93
N  -1.07  1.71  3.14
P  -0.29  0.23  -0.55
P  1.22  -0.68  -1.87
H  0.83  1.00  2.29
H  -1.39  -1.01  -2.54
H  1.37  -1.94  -1.24

Computed properties:
2S+1: 1
charge: 0
max |F|: 1.4 eV/Å
SMILES: C1=P#[PH]1.C#N
highest occupied orbital energy: -8.98 eV
E_tot: -815.36731 Ha
energy relative to the best compared isomer or geometry (same formula, charge and spin): 153.2 kJ/mol

---

[3]
Here is a structure of composition C5H8Li2O6 from the OMol25 dataset. Energies are from ωB97M-V/def2-TZVPD.

Positions of all 21 atoms, in Å:
O  -1.11  0.26  0.20
C  -0.91  1.20  1.05
O  -0.42  0.87  2.17
O  -1.84  2.19  0.99
C  -3.21  1.82  1.03
H  -3.40  0.75  1.14
H  -3.71  2.32  1.88
H  -3.62  2.14  0.07
C  -0.22  -1.93  -1.05
H  -0.70  -1.63  -0.11
H  -0.99  -2.21  -1.78
C  0.50  -3.18  -0.54
H  0.79  -3.82  -1.38
H  1.26  -2.89  0.20
H  -0.22  -3.74  0.08
Li  0.72  -0.43  1.27
Li  3.49  0.60  -1.01
O  0.97  -1.12  -2.03
O  1.47  1.10  -1.82
O  1.88  -0.28  -0.21
C  1.47  -0.09  -1.41

Computed properties:
2S+1: 1
charge: 0
max |F|: 6.9 eV/Å
highest occupied orbital energy: -8.47 eV
E_tot: -661.85542 Ha
energy relative to the best compared isomer or geometry (same formula, charge and spin): 82.4 kJ/mol

---

[4]
Here is a cluster of 2 separate species, C4H12NO2 in total from the OMol25 dataset. Energies are from ωB97M-V/def2-TZVPD.

Positions of all 19 atoms, in Å:
C  0.48  0.29  2.30
O  0.94  1.14  3.33
C  -0.57  1.10  1.56
N  -0.94  0.48  0.26
H  0.06  -0.63  2.72
H  1.26  -0.02  1.59
H  1.66  0.71  3.80
H  -1.47  1.29  2.14
H  -0.06  2.03  1.29
H  -1.36  -0.48  0.39
H  -0.12  0.34  -0.35
H  -1.65  1.06  -0.28
C  -0.68  -1.25  -2.26
C  0.38  -0.89  -2.95
O  1.63  -1.35  -2.65
H  -1.61  -0.72  -2.43
H  -0.57  -1.96  -1.44
H  0.37  -0.10  -3.70
H  2.26  -1.03  -3.31

Computed properties:
2S+1: 2
charge: 0
max |F|: 1.0 eV/Å
highest occupied orbital energy (spin up / spin down): -3.47 / -9.39 eV
E_tot: -364.67138 Ha
<S²>: 0.751
energy relative to the best compared isomer or geometry (same formula, charge and spin): 232.2 kJ/mol

---

[5]
Here is an isolated molecule of C3H6Si from the OMol25 dataset. Energies are from ωB97M-V/def2-TZVPD.

Positions of all 10 atoms, in Å:
C  -1.15  0.00  0.46
C  -0.19  -0.85  -0.30
C  -0.18  0.85  -0.30
Si  1.42  0.00  0.13
H  -2.18  0.00  0.11
H  -1.08  0.00  1.54
H  -0.49  -1.38  -1.18
H  -0.48  1.37  -1.19
H  1.80  0.01  1.53
H  2.53  -0.01  -0.81

Computed properties:
2S+1: 1
charge: 0
max |F|: 1.8 eV/Å
SMILES: C1[C@@H]2[SiH2][C@H]12
highest occupied orbital energy: -8.89 eV
E_tot: -407.29885 Ha
energy relative to the best compared isomer or geometry (same formula, charge and spin): 46.3 kJ/mol

---

[6]
Here is an isolated molecule of C3H6N2O2 from the OMol25 dataset. Energies are from ωB97M-V/def2-TZVPD.

Positions of all 13 atoms, in Å:
O  1.43  -1.91  1.29
C  0.26  -2.03  1.04
C  -0.53  -0.99  0.28
N  0.36  0.10  -0.14
C  -0.18  1.30  -0.59
N  -0.85  1.19  -1.78
O  -0.28  2.28  0.11
H  -0.28  -3.00  1.20
H  -1.09  -1.52  -0.50
H  -1.31  -0.54  0.90
H  1.12  0.11  0.52
H  -1.33  2.05  -1.97
H  -0.64  0.55  -2.51

Computed properties:
2S+1: 1
charge: 0
max |F|: 2.0 eV/Å
SMILES: NC(=O)NCC=O
highest occupied orbital energy: -9.50 eV
E_tot: -377.90557 Ha
energy relative to the best compared isomer or geometry (same formula, charge and spin): 141.2 kJ/mol

---

[7]
Here is an isolated molecule of C4H6N2O from the OMol25 dataset. Energies are from ωB97M-V/def2-TZVPD.

Positions of all 13 atoms, in Å:
C  2.06  -0.33  0.15
C  0.61  -0.09  -0.07
N  -0.17  -0.69  -0.87
C  -1.48  -0.05  -0.68
C  -1.36  1.03  0.40
O  -2.41  -1.01  -0.26
N  -0.08  0.93  0.69
H  2.42  -1.08  -0.56
H  2.24  -0.68  1.17
H  2.64  0.60  0.01
H  -1.76  0.41  -1.64
H  -3.08  -0.51  0.24
H  0.37  1.46  1.43

Computed properties:
2S+1: 1
charge: 0
max |F|: 0.5 eV/Å
highest occupied orbital energy: -9.12 eV
E_tot: -340.69561 Ha
energy relative to the best compared isomer or geometry (same formula, charge and spin): 260.7 kJ/mol

---

[8]
Here is a structure of composition C3H5NO from the OMol25 dataset. Energies are from ωB97M-V/def2-TZVPD.

Positions of all 10 atoms, in Å:
N  1.73  -0.60  -0.36
C  0.48  -0.15  0.00
C  -0.76  -0.65  0.12
C  -1.19  0.76  0.43
O  0.23  1.16  0.32
H  2.40  0.12  -0.59
H  -1.21  -1.62  0.09
H  1.66  -1.30  -1.09
H  -1.59  0.97  1.42
H  -1.74  1.30  -0.35

Computed properties:
2S+1: 1
charge: 0
max |F|: 0.4 eV/Å
highest occupied orbital energy: -8.06 eV
E_tot: -247.24280 Ha
energy relative to the best compared isomer or geometry (same formula, charge and spin): 169.2 kJ/mol